Computed, not measured: C37H21Cl5N5O2SSeTi as an isolated structure, with ωB97M-V/def2-TZVPD.

The geometry in XYZ format:
```
73
Properties=species:S:1:pos:R:3:lowdin_spin:R:1
Ti -0.345 -1.054 0.084 0.866
Cl -0.744 -1.928 2.974 0.002
C 0.910 -1.393 2.799 0.008
C 1.314 -1.078 1.505 -0.007
C 2.658 -0.691 1.434 0.008
Cl 3.385 -0.344 -0.103 0.002
C 3.483 -0.560 2.555 -0.002
Cl 5.114 -0.028 2.396 -0.002
C 2.994 -0.858 3.824 0.011
Cl 3.987 -0.685 5.216 0.004
C 1.684 -1.303 3.946 -0.002
Cl 1.046 -1.724 5.489 -0.002
C 4.535 3.686 -2.665 0.000
C 3.460 2.636 -2.696 0.000
C 3.604 1.500 -3.491 0.000
C 2.654 0.494 -3.476 0.000
C 1.545 0.634 -2.655 0.002
C 1.363 1.764 -1.872 0.001
C 2.321 2.762 -1.906 0.000
S 0.445 -0.731 -2.497 0.003
O 0.265 -1.374 -3.762 0.000
O 0.991 -1.597 -1.415 0.017
N -0.841 -0.164 -1.760 -0.003
C -2.139 -0.505 -2.147 -0.002
C -2.635 -0.502 -3.430 0.004
C -3.976 -0.847 -3.672 -0.002
C -4.837 -1.136 -2.649 0.003
C -4.374 -1.098 -1.317 0.000
C -5.211 -1.249 -0.189 0.016
C -4.685 -1.078 1.061 -0.001
C -3.304 -0.874 1.211 0.018
N -2.468 -0.819 0.192 -0.006
C -3.012 -0.824 -1.069 0.005
H 4.942 3.872 -3.659 0.000
H 5.356 3.348 -2.029 0.000
H 4.163 4.623 -2.256 0.000
H 4.473 1.399 -4.130 0.000
H 2.762 -0.392 -4.089 0.000
H 0.495 1.844 -1.231 0.001
H 2.190 3.645 -1.292 0.000
H -1.982 -0.240 -4.250 0.000
H -4.338 -0.854 -4.692 0.000
H -5.877 -1.363 -2.845 0.000
H -6.264 -1.463 -0.328 0.001
H -5.307 -1.131 1.944 0.000
H -2.871 -0.758 2.194 0.001
N -1.540 8.531 2.826 0.003
C -1.403 7.414 2.590 0.001
C -1.226 6.024 2.286 0.005
C -1.151 5.609 0.956 -0.001
C -0.976 4.272 0.660 0.005
C -0.864 3.320 1.683 0.002
C -0.946 3.747 3.011 0.006
C -1.128 5.084 3.310 -0.001
C -0.663 1.948 1.340 0.019
C -0.487 0.789 1.002 -0.009
H -1.237 6.340 0.163 0.000
H -0.932 3.944 -0.370 0.000
H -0.862 3.020 3.807 0.000
H -1.191 5.411 4.339 0.000
Se -2.424 -3.819 0.390 0.007
N -0.779 -3.131 0.158 0.013
C 0.089 -4.134 0.333 0.004
C 1.505 -4.039 0.238 0.001
C 2.245 -5.154 0.474 0.000
C 1.653 -6.411 0.805 0.000
C 0.308 -6.551 0.888 0.000
C -0.510 -5.409 0.651 0.001
N -1.832 -5.430 0.711 0.001
H 1.970 -3.101 -0.022 0.000
H 3.323 -5.085 0.406 0.000
H 2.296 -7.262 0.987 0.000
H -0.168 -7.492 1.128 0.000
```

## Properties
* ⟨S²⟩: 0.76
* charge: 0
* spin multiplicity: 2
* ΔE to the lowest compared entry with this formula, charge and spin: 0.564 eV
* molar mass: 903.8 g mol⁻¹
* HOMO energy (alpha / beta): -0.27058 / -0.29888 hartree
* Kohn-Sham gap (alpha / beta): 5.68 / 6.45 eV

Computed, not measured: C3H4HgO2 as an isolated structure, with ωB97M-V/def2-TZVPD.

The geometry in XYZ format:
```
10
Properties=species:S:1:pos:R:3:lowdin_spin:R:1
H -1.491 0.806 2.193 0.221
H -2.087 1.027 1.505 0.220
O 0.328 0.998 0.103 0.142
O 1.571 -0.143 -1.401 0.032
C -0.806 0.253 0.785 1.186
C -0.409 -0.972 -0.055 0.144
C 0.660 -0.069 -0.592 0.030
H -0.016 -1.846 0.483 0.011
H -1.125 -1.308 -0.818 0.012
Hg 3.375 1.254 -2.202 0.002
```

## Properties
* ⟨S²⟩: 2.01
* charge: 0
* spin multiplicity: 3
* ΔE to the lowest compared entry with this formula, charge and spin: 3.432 eV
* molar mass: 272.7 g mol⁻¹
* HOMO energy (alpha / beta): -0.28787 / -0.28837 hartree
* Kohn-Sham gap (alpha / beta): 8.52 / 6.84 eV

Computed, not measured: C2H3N3O as an isolated structure, with ωB97M-V/def2-TZVPD.

The geometry in XYZ format:
```
9
Properties=species:S:1:pos:R:3:nbo_charge:R:1
C 0.610 0.051 -0.035 0.413
C -0.368 1.142 -0.074 -0.139
H 2.353 -0.808 0.005 0.494
H -0.198 2.258 0.287 0.236
H -1.836 -1.534 -0.139 0.402
N -1.505 0.522 -0.035 -0.213
N -1.140 -0.769 0.014 -0.204
N 0.141 -1.007 0.012 -0.315
O 1.942 0.144 -0.033 -0.674
```

## Properties
* charge: 0
* ΔE to the lowest compared entry with this formula, charge and spin: 2.675 eV
* molar mass: 85.1 g mol⁻¹
* HOMO energy: -0.34017 hartree
* Kohn-Sham gap: 10.22 eV

Computed, not measured: a 8-piece molecular cluster, C16H24N8 overall, with ωB97M-V/def2-TZVPD.

The geometry in XYZ format:
```
48
Properties=species:S:1:pos:R:3:nbo_charge:R:1
C -0.722 9.098 11.129 -0.731
C -0.039 7.954 10.572 0.330
N 0.504 7.097 10.041 -0.377
H -0.348 10.012 10.707 0.248
H -0.494 9.202 12.193 0.278
H -1.789 9.080 10.890 0.255
C 0.496 13.166 15.839 -0.754
C 0.644 12.170 14.802 0.366
N 0.708 11.306 13.998 -0.439
H 1.406 13.738 15.920 0.267
H 0.528 12.637 16.842 0.290
H -0.408 13.732 15.659 0.271
C 0.866 12.924 10.908 -0.709
C 0.129 13.842 11.829 0.305
N -0.327 14.578 12.600 -0.359
H 0.138 12.236 10.451 0.241
H 1.633 12.378 11.481 0.269
H 1.337 13.520 10.148 0.253
C 2.046 4.256 9.541 -0.738
C 2.639 4.967 8.411 0.321
N 3.090 5.440 7.463 -0.368
H 2.638 4.356 10.480 0.255
H 1.970 3.194 9.399 0.249
H 1.120 4.685 9.875 0.281
C 2.954 8.769 7.855 -0.735
C 3.308 9.136 9.199 0.329
N 3.699 9.494 10.253 -0.388
H 3.735 8.213 7.391 0.273
H 2.736 9.654 7.254 0.247
H 2.035 8.186 7.878 0.273
C 0.214 8.936 16.383 -0.731
C 0.992 9.880 17.161 0.316
N 1.681 10.629 17.689 -0.372
H -0.051 9.515 15.497 0.268
H -0.696 8.691 16.932 0.248
H 0.792 8.084 16.109 0.273
C 3.577 9.912 13.566 -0.731
C 2.946 8.596 13.521 0.351
N 2.400 7.574 13.490 -0.418
H 4.660 9.805 13.618 0.259
H 3.087 10.415 14.431 0.267
H 3.253 10.492 12.667 0.271
C 3.848 5.028 14.594 -0.723
C 3.979 5.991 15.717 0.302
N 4.059 6.800 16.561 -0.356
H 4.777 5.178 13.990 0.254
H 2.951 5.156 14.009 0.275
H 3.878 3.981 15.016 0.246
```

## Properties
* charge: 0
* ΔE to the lowest compared entry with this formula, charge and spin: 0.666 eV
* molar mass: 328.4 g mol⁻¹
* HOMO energy: -0.40984 hartree
* Kohn-Sham gap: 11.53 eV

Computed, not measured: C18H23ClN4O2Se2Ti as an isolated structure, with ωB97M-V/def2-TZVPD.

The geometry in XYZ format:
```
51
Properties=species:S:1:pos:R:3:nbo_charge:R:1
Ti -0.212 -0.466 -0.601 1.375
N 0.762 -2.819 -0.257 -0.636
N 0.480 -3.152 1.076 -0.508
C -0.592 -2.456 1.641 0.879
O -1.148 -2.850 2.639 -0.637
O -0.885 -1.374 0.974 -0.805
H 0.230 -3.383 -0.913 0.377
H 1.751 -2.939 -0.433 0.378
H 0.545 -4.120 1.355 0.383
C 3.728 -1.423 1.854 -0.251
C 3.102 -1.233 0.686 -0.007
N 2.120 -0.255 0.502 -0.406
C 1.717 0.532 1.614 0.114
C 2.501 0.407 2.826 -0.031
C 3.450 -0.553 2.959 -0.257
C 2.220 1.350 3.892 -0.190
C 1.251 2.266 3.779 -0.161
C 0.378 2.306 2.625 -0.066
C -0.662 3.176 2.551 -0.176
C -1.541 3.119 1.434 -0.303
C -1.337 2.158 0.504 0.051
N -0.312 1.255 0.517 -0.658
C 0.616 1.352 1.556 0.103
H 4.481 -2.195 1.922 0.221
H 3.378 -1.761 -0.216 0.193
H 4.000 -0.642 3.885 0.212
H 2.833 1.293 4.782 0.213
H 1.065 2.981 4.571 0.210
H -0.824 3.887 3.350 0.212
H -2.387 3.783 1.340 0.219
H -2.050 2.050 -0.305 0.182
C -3.268 -2.398 -1.253 -0.777
Se -2.973 -0.499 -1.026 0.448
C -3.139 0.036 -2.892 -0.583
C -2.610 1.446 -3.090 -0.580
Se -0.741 1.741 -2.589 0.431
C 0.076 1.306 -4.291 -0.789
H -2.521 -2.793 -1.938 0.240
H -4.276 -2.559 -1.628 0.229
H -3.165 -2.844 -0.266 0.249
H -4.195 0.000 -3.163 0.229
H -2.583 -0.690 -3.484 0.245
H -3.187 2.168 -2.511 0.229
H -2.695 1.734 -4.139 0.236
H -0.405 1.894 -5.069 0.221
H 0.006 0.241 -4.489 0.245
H 1.121 1.600 -4.216 0.235
Cl -0.194 -1.611 -2.718 -0.549
C 1.784 0.144 -0.828 -0.593
H 1.934 1.218 -0.978 0.188
H 2.371 -0.425 -1.546 0.216
```

## Properties
* charge: 0
* ΔE to the lowest compared entry with this formula, charge and spin: 0.523 eV
* molar mass: 568.6 g mol⁻¹
* HOMO energy (alpha / beta): -0.19708 / -0.20014 hartree
* Kohn-Sham gap (alpha / beta): 5.27 / 5.44 eV

Computed, not measured: one molecule with the formula C3H4N2O, with ωB97M-V/def2-TZVPD.

The geometry in XYZ format:
```
10
Properties=species:S:1:pos:R:3:nbo_charge:R:1
H 0.477 -1.550 -0.676 0.314
N -0.501 -1.435 -0.680 -0.621
C -0.870 -0.088 -0.060 0.442
C -2.260 0.107 0.061 0.196
N -3.358 0.352 0.248 -0.214
O 0.000 0.628 0.607 -0.451
C 1.323 0.509 0.184 -0.271
H 1.588 1.073 -0.723 0.205
H 1.648 -0.624 0.026 0.183
H 1.953 1.028 1.013 0.217
```

## Properties
* charge: 0
* ΔE to the lowest compared entry with this formula, charge and spin: 3.879 eV
* molar mass: 84.1 g mol⁻¹
* HOMO energy (alpha / beta): -0.37184 / -0.37174 hartree
* Kohn-Sham gap (alpha / beta): 9.41 / 9.40 eV

Computed, not measured: one molecule with the formula C3H8S2Si, with ωB97M-V/def2-TZVPD.

The geometry in XYZ format:
```
14
Properties=species:S:1:pos:R:3:nbo_charge:R:1
Si -1.399 -1.856 -0.059 0.743
S -1.493 0.026 0.986 -0.269
C -0.428 1.324 0.020 -0.436
C 1.033 1.246 0.276 -0.531
C 1.647 0.041 -0.270 -0.231
S 2.907 -0.787 0.363 0.073
H -1.784 -1.726 -1.438 -0.153
H -2.527 -2.282 0.577 -0.172
H -0.177 -2.604 0.421 -0.131
H -0.896 2.281 0.361 0.239
H -0.619 1.060 -1.041 0.210
H 1.364 2.172 -0.334 0.242
H 1.264 1.417 1.288 0.239
H 1.108 -0.313 -1.149 0.177
```

## Properties
* charge: 0
* ΔE to the lowest compared entry with this formula, charge and spin: 0.808 eV
* molar mass: 136.3 g mol⁻¹
* HOMO energy: -0.32761 hartree
* Kohn-Sham gap: 8.39 eV

Computed, not measured: C19H28F16O8PS2 as an isolated structure, with ωB97M-V/def2-TZVPD.

The geometry in XYZ format:
```
74
Properties=species:S:1:pos:R:3:mulliken_charge:R:1
C -3.081 2.357 3.884 -1.360
C -2.652 2.353 2.445 -0.146
S -1.932 0.740 2.066 -0.218
C -0.600 1.102 0.845 -1.113
C -0.902 1.086 -0.653 0.836
C -2.362 1.412 -0.903 -0.898
C -2.560 1.772 -2.372 -0.632
C -3.625 2.840 -2.563 -0.660
C -4.496 2.620 -3.789 -0.783
S -6.205 2.986 -3.460 1.160
O -6.308 4.044 -2.542 -0.588
O -6.883 3.208 -4.670 -0.640
O -6.774 1.678 -2.759 -0.467
C -0.589 -0.281 -1.268 -0.734
P -1.024 -1.819 -0.404 1.051
O -0.230 -2.110 0.758 -0.573
O -2.591 -1.933 -0.069 -0.590
O -0.756 -3.050 -1.474 -0.625
H -2.306 1.963 4.500 0.339
H -3.938 1.737 4.032 0.304
H -3.341 3.349 4.190 0.420
H -2.005 3.173 2.212 0.404
H -3.535 2.455 1.849 0.108
H -0.297 2.109 1.067 0.598
H 0.249 0.481 1.045 -0.018
H -2.583 2.307 -0.352 0.460
H -3.023 0.586 -0.661 0.117
H -1.628 2.174 -2.701 0.259
H -2.749 0.902 -2.976 0.274
H -4.250 2.849 -1.693 0.431
H -3.201 3.818 -2.630 0.374
H -4.456 1.589 -4.065 0.374
H -4.246 3.223 -4.627 0.422
H -6.149 1.480 -2.045 0.376
H 0.474 -0.355 -1.350 -0.112
H -0.982 -0.319 -2.269 0.902
H -3.100 -2.272 -0.808 0.316
H -1.535 -3.145 -2.026 0.299
C 4.984 2.445 -0.864 -0.772
C 3.990 2.744 -1.994 0.927
C 2.703 3.463 -1.591 0.011
F 2.104 2.692 -0.677 -0.125
F 1.917 3.602 -2.683 -0.276
F 3.691 1.592 -2.625 -0.237
F 4.638 3.542 -2.902 -0.365
O 4.855 1.153 -0.301 -0.397
C 3.913 0.984 0.687 0.561
C 2.752 0.091 0.241 0.572
F 2.173 0.598 -0.862 -0.370
F 1.824 0.052 1.223 -0.334
F 3.467 2.176 1.128 -0.265
F 4.534 0.381 1.731 -0.308
H 5.971 2.464 -1.322 0.415
H 4.992 3.221 -0.102 0.326
H 2.891 4.459 -1.176 0.187
H 3.070 -0.919 0.018 0.318
C 3.319 -3.721 2.804 -0.868
C 2.688 -4.813 3.674 0.912
C 2.834 -6.249 3.176 0.038
F 2.250 -6.405 1.967 -0.182
F 2.220 -7.083 4.054 -0.291
F 1.390 -4.530 3.890 -0.259
F 3.323 -4.765 4.884 -0.354
O 2.466 -3.064 1.910 -0.130
C 2.200 -3.634 0.703 0.694
C 0.726 -4.015 0.562 1.705
F 0.382 -4.868 1.553 -0.347
F 0.564 -4.646 -0.622 -0.343
F 3.025 -4.682 0.484 -0.378
F 2.470 -2.702 -0.238 -0.395
H 3.638 -2.943 3.494 0.393
H 4.223 -4.075 2.308 0.339
H 3.889 -6.529 3.109 0.281
H 0.091 -3.123 0.601 -1.353
```

## Properties
* charge: -1
* ΔE to the lowest compared entry with this formula, charge and spin: 0.000 eV
* molar mass: 783.5 g mol⁻¹
* HOMO energy: -0.08559 hartree
* Kohn-Sham gap: 4.49 eV